Record 1
A cluster of 4 separate species, C46H34IO6P in total. Source: OMol25; level of theory: ωB97M-V/def2-TZVPD.

The geometry in ORCA input format:
```
! wB97M-V def2-TZVPD RIJCOSX def2/J DEFGRID3
* xyz 0 1
H 8.7474 -2.7570 3.6777
C -1.9102 2.3553 4.9727
C -3.9469 1.4100 -2.6927
C 8.9048 -4.8157 3.0783
C 2.9553 -2.9208 1.2759
H -4.5631 4.8875 3.0692
C -3.3326 -4.3694 -1.9060
H 0.5429 -0.2268 6.4495
O 6.8172 -1.2210 3.4990
H -3.3889 5.5728 -7.5136
C -1.3303 6.1809 -7.6383
C -0.6320 3.4801 -4.4100
C 0.1652 5.1523 -6.0611
H -1.0172 0.9907 7.9326
C -1.9031 2.1072 6.3386
C 2.9496 -0.6348 2.0168
C -1.0176 1.6817 4.1354
H 1.3180 -1.5737 0.9866
C -2.1788 4.5878 -6.0573
H -3.3009 -5.4689 -0.0631
C 4.2271 -0.7899 2.5267
C 4.9011 -4.4116 1.6576
O -0.1910 1.3942 1.9374
H -2.2363 -6.1069 -1.2857
H -1.4970 6.8633 -8.4609
O 4.3305 -5.3540 1.1517
C -2.9074 3.5475 2.9506
H -2.9935 4.1728 -0.8540
C 4.8777 -2.0105 2.4096
C 6.2966 -4.5408 2.1720
H -5.3652 -3.9827 -2.5257
H 9.9235 -4.9238 3.4260
O 0.4874 3.3134 -3.9772
H 2.4722 -3.7565 0.7896
C 4.2371 -3.0823 1.7847
C 0.1024 -4.6666 -1.2901
C -2.3905 5.4631 -7.1143
C -0.9889 1.9476 2.6647
C -0.0533 6.0284 -7.1091
C -2.9684 3.9994 0.2145
H 4.7342 0.0306 3.0149
H -3.1361 -4.8296 -2.8668
C -3.8904 4.6246 1.0450
H 1.0729 -4.3567 -0.9146
C -2.5691 -5.1842 -0.8149
C -2.8936 3.3328 4.4259
O -3.6593 3.9265 5.1536
C -1.9859 2.9076 2.1160
P -1.0656 -4.6706 0.1217
C -2.6606 1.2163 -2.2003
C 6.2634 -2.1458 2.9445
C -1.5892 1.8835 -2.7675
C -1.7988 2.7498 -3.8327
C -2.0150 3.1504 0.7482
H -0.1894 -3.9890 -2.0866
H 0.1731 -5.6847 -1.6559
H -0.5845 1.7459 -2.3909
C -1.0200 1.1839 6.8682
C 2.3148 -1.7013 1.3888
C -0.1387 0.7503 4.6745
C -0.1414 0.5014 6.0353
H -1.2564 -3.2949 0.3048
C -0.8945 4.4271 -5.5327
H 0.7728 6.5949 -7.5176
O -4.4538 3.9676 -5.9588
C -3.8558 4.4047 2.4097
H 1.1530 5.0204 -5.6424
H -5.1437 -5.4313 -1.5356
C -4.8307 -4.3987 -1.6776
H -5.1011 -3.8226 -0.7970
H 8.7618 -6.8428 2.3855
H -4.6369 5.2852 0.6246
C 8.2522 -5.8943 2.4912
C -3.0884 2.9351 -4.3354
C -3.3417 3.8411 -5.4945
C -4.1602 2.2641 -3.7599
C 6.9483 -3.4609 2.7705
H -1.2951 2.6636 0.1052
H -2.5966 2.6414 6.9725
I -2.7857 -2.3195 -2.1773
C 8.2544 -3.6031 3.2202
H 2.4421 0.3145 2.1001
H -2.4978 0.5539 -1.3602
H -4.7813 0.8902 -2.2408
H 6.4323 -6.5863 1.5786
H 0.5400 0.2245 4.0209
H -5.1529 2.4206 -4.1579
C 6.9519 -5.7578 2.0390
*
```

Its maximum force is 0.80 eV/A. The SMILES is O=C1c2ccccc2C(=O)c2ccccc21.O=C1c2ccccc2C(=O)c2ccccc21.O=C1c2ccccc2C(=O)c2ccccc21.CPC[C@@H](C)I. As for the HOMO energy: -8.9 eV. Its HOMO-LUMO gap is 0.28782 Ha.

Here are the Löwdin charges for atoms 1 to 2, given in e: number 1, H, carries 0.120; number 2, C, carries -0.082

Record 2
A structure of composition C46H35N10O5SY. Source: OMol25; level of theory: ωB97M-V/def2-TZVPD.

The geometry in ORCA input format:
```
! wB97M-V def2-TZVPD RIJCOSX def2/J DEFGRID3
* xyz 0 1
C -1.2678 1.0282 -3.2381
N -1.4356 -0.1506 1.8368
C 3.5328 0.5075 0.5265
C -7.5965 1.0036 -8.5645
C -3.4058 -1.6436 2.1175
C -3.9158 -2.9300 2.0265
H -6.6277 4.1747 -9.2399
H -3.1923 -3.8135 -2.4136
H -1.6917 2.6195 4.6073
C -5.6595 2.8684 -7.8446
H 5.3127 -0.2515 1.0770
H 2.0304 -0.0285 1.8141
C -2.8597 -2.8080 -2.6130
H 1.2366 2.7797 -2.1168
H -4.9021 3.5802 -7.5548
H -10.1440 1.5221 -9.6419
N -3.6482 2.1170 -5.9184
C -3.4896 -1.9992 -3.5200
H -10.0894 2.3394 -11.2270
C 0.2757 3.5065 4.3609
C -4.6253 1.3043 -6.2518
H -5.2641 -0.6151 -5.6156
C 7.9923 1.7796 -0.8695
C -1.7678 -2.2934 -1.9041
N -0.0547 -2.0027 0.6719
H 8.4436 2.4653 -2.8509
N -0.1874 1.3598 -2.5008
H -2.6486 3.2405 -0.1517
H -3.4932 -4.9743 1.5342
H 3.0623 -4.1717 -0.5113
C -6.6132 3.1999 -8.7782
H 0.4768 4.3589 -3.8506
C 2.3631 -0.9078 -2.3166
H -1.2652 -2.8998 -1.1667
C 1.8819 -2.4122 -0.6603
C -6.6233 0.6851 -7.6241
C -5.6547 1.6006 -7.2522
Y -0.1739 0.2732 -0.0116
H 2.3008 4.0295 3.8343
H 3.9591 -1.3685 -3.6598
O -2.5459 0.5686 3.7431
S 2.6343 1.6600 -0.3043
O -2.3325 1.2716 -0.5406
C 7.6986 2.0321 -2.1993
C 2.9276 -3.2441 -1.0481
C -3.5197 0.2184 -4.6936
C 3.4030 -1.6863 -2.7917
H 8.9684 2.0163 -0.4695
H 0.1603 4.2705 5.1189
C -2.0929 -1.3874 1.7449
C 1.5482 2.4024 2.6757
H 2.4553 2.3133 2.0956
H -6.6445 -0.3101 -7.1997
H 2.0968 0.0271 -2.7944
H -9.0729 0.9065 -10.9399
H -4.9365 -3.1196 2.3278
C -9.5034 1.8032 -10.4827
C -2.9557 1.4435 -4.9406
H -1.5519 3.7695 -5.2116
N 0.5663 1.5517 2.3770
N -4.5939 0.1290 -5.5524
C 1.4567 3.3820 3.6511
O 1.0287 -4.0611 0.7838
C -0.5581 1.6585 3.0986
C -7.5909 2.2684 -9.1409
C -0.0492 3.4265 -3.7125
O -0.7247 2.6245 0.0775
O -8.4904 2.6998 -10.0674
C 5.4740 1.1533 -1.8760
C 3.7062 -2.8675 -2.1238
C -1.7889 1.8792 -4.2228
N 4.8629 0.2947 0.3552
C -1.8838 -0.2825 -2.9914
H 3.4335 -1.0213 1.9130
H 7.2514 1.0455 1.0030
C -1.1574 3.1037 -4.4564
C 0.3898 2.5224 -2.7368
H 4.5220 -3.4933 -2.4594
H -8.3346 0.2647 -8.8283
N 2.9832 -0.2085 1.5229
N 1.6279 -1.2485 -1.2596
C -1.9271 2.4065 -0.2043
C -0.7474 2.6217 4.0834
H 4.5082 0.9030 -2.2688
C -2.9928 -0.7083 -3.7404
C 0.8911 -2.9007 0.3931
C -1.2872 -2.4274 1.2365
H -1.1659 -4.5282 0.8607
C -3.1093 -3.9646 1.5789
C 5.7703 0.9211 -0.5400
C 7.0299 1.2271 -0.0398
H 6.2062 1.9025 -3.7312
H -4.3511 -2.3560 -4.0694
H -4.0007 -0.8305 2.5006
C 6.4419 1.7166 -2.6922
C -1.8007 -3.7196 1.1905
N -1.3084 -1.0656 -2.0599
C -1.6562 0.6291 2.8950
*
```

For the relative energy (zero: lowest compared OMol25 entry of this formula, charge and spin), the calculation gives 24.59 kcal per mole. Its maximum force is 0.93 eV/A. As for the HOMO energy: -6.8 eV. Its HOMO-LUMO gap is 0.24457 Ha.

Here are the Löwdin charges for atoms 1 to 2, given in e: number 1, C, carries -0.143; number 2, N, carries -0.036

Record 3
A structure of composition C46H35NO5P2Sn. Source: OMol25; level of theory: ωB97M-V/def2-TZVPD.

The geometry in ORCA input format:
```
! wB97M-V def2-TZVPD RIJCOSX def2/J DEFGRID3
* xyz 2 1
C -0.1621 -2.1339 0.0955
H 4.5923 -2.7667 1.7721
C 3.0225 -1.0925 -0.4609
H -2.4632 3.2381 6.5144
C -1.2045 -4.1202 1.6560
O 2.5884 0.1897 -0.8873
C 0.1657 1.1449 -3.6260
C -2.0278 -2.3645 -3.4036
C 2.7123 -1.5763 -3.3407
H 2.9159 -3.2326 2.0217
C 3.1643 -1.2672 1.0534
C 3.9491 -1.8432 -2.6426
C -2.9023 -3.1093 -4.1751
H -2.0555 3.0212 -0.1247
C 4.0901 -1.6767 -1.3169
Sn -2.9380 -0.1958 0.3168
C 2.1498 -1.1860 3.3136
H -1.9775 1.2973 -3.8162
C -2.8671 -3.0095 -5.5611
H 4.4898 -0.3119 2.5069
H 2.3676 3.6607 -4.0888
C -4.2285 2.5716 5.4962
H -3.5519 -3.5979 -6.1568
C -0.0437 -4.3565 0.9454
H 1.8548 4.8879 2.2517
H -0.5914 0.1705 4.7589
H 3.6322 -3.3269 0.4194
C 0.8088 -0.1548 1.6715
H -4.8938 2.8822 6.2904
H 5.2363 -0.5713 0.9310
H 2.6739 -1.7213 -4.4136
C 4.3094 -0.2934 1.4343
C 0.2346 3.8272 -4.2555
N -1.3538 -1.9575 0.6890
C -0.6281 4.6273 -0.0377
C -4.7450 1.9809 4.3527
C -1.9610 -2.1618 -6.1856
O -0.5575 -0.5145 -1.5809
H 1.4351 -3.4764 -0.3619
P -1.4823 1.2506 2.0701
H 5.0268 -1.9505 -0.8485
C -0.0872 0.2539 2.6772
C 1.3942 1.7953 -3.7050
C -1.9964 2.3712 4.6172
C -1.0315 1.8260 -3.8653
H -0.3864 -0.7290 -5.9052
H 4.7837 -2.2186 -3.2199
O -3.6541 -1.4121 1.8894
H 4.0472 0.7256 1.1476
C 1.9741 -0.8649 1.9570
H -3.6104 -3.7710 -3.6952
C -1.1226 -1.5119 -4.0346
C 0.4431 3.2846 2.1542
C -1.8458 -2.9020 1.4819
H -1.9096 3.7077 -4.3727
H -5.8111 1.8338 4.2475
H 3.0414 -1.7253 3.6056
C 1.6309 -1.1954 -2.6387
H 1.4311 -1.1569 5.3235
C 0.1205 -0.1070 3.9939
C -1.1939 3.4365 0.3884
C 1.0020 4.4786 1.7266
H -4.2890 1.0914 2.4656
C 1.7415 -0.8983 -1.2008
O -3.5391 -3.3140 3.0723
C 1.4198 3.1443 -4.0218
H 0.9042 6.0849 0.3119
H -0.9343 2.5558 4.7186
O 0.3533 0.1836 0.3867
C -2.8598 2.7679 5.6243
H 0.4596 -5.3117 1.0166
H 0.8715 2.7573 2.9979
C 0.4671 5.1495 0.6350
H -1.0464 5.1544 -0.8853
C -3.8836 1.5722 3.3492
C 0.3778 -0.8596 -0.5407
H -1.9419 -2.0879 -7.2643
H 0.2629 4.8777 -4.5139
P 0.0340 -0.5491 -3.0893
C -2.5061 1.7561 3.4743
H -2.0472 -2.4486 -2.3245
H 2.3157 1.2611 -3.5139
C 0.5016 -3.3374 0.1650
C -0.9902 3.1722 -4.1769
C 3.5950 -2.7349 1.3344
C 1.2505 -0.8506 4.3019
C -3.1290 -2.5524 2.2383
C -1.0859 -1.4050 -5.4265
H -1.6422 -4.8452 2.3280
C -0.6639 2.7665 1.4877
*
```

For the relative energy (zero: lowest compared OMol25 entry of this formula, charge and spin), the calculation gives 43.62 kcal per mole. Its maximum force is 0.89 eV/A. As for the HOMO energy: -13.7 eV. Its HOMO-LUMO gap is 0.28787 Ha.

Here are the Löwdin charges for atoms 1 to 2, given in e: number 1, C, carries -0.162; number 2, H, carries 0.103

Record 4
A structure of composition C46H35NO6P2Sn. Source: OMol25; level of theory: ωB97M-V/def2-TZVPD.

The geometry in ORCA input format:
```
! wB97M-V def2-TZVPD RIJCOSX def2/J DEFGRID3
* xyz 2 1
C -0.3140 -2.6882 5.3522
C -3.5021 0.6530 -3.7154
H -3.7156 -2.0123 -4.6336
C 1.0483 2.9762 -2.0125
O 6.7786 0.2376 1.5581
H 2.2626 -5.1516 -1.2548
H 2.2598 5.9971 -2.9240
C -0.1132 4.1144 0.9954
H -1.7022 -4.0291 1.8942
C -3.6900 -1.5654 -2.5047
H -0.0773 -3.5301 5.9881
C -2.8807 4.3391 1.1931
C -3.1428 -2.2171 -1.2425
C 3.4696 -4.4354 0.3671
H 0.5843 5.0021 -1.4235
C 3.6465 -0.2596 -0.0680
Sn 0.7722 0.3643 0.3702
O -1.4893 -0.4861 -0.8805
H -1.6791 0.4117 5.4992
H -5.6918 -2.3945 -2.2818
C -3.6716 -3.4210 -0.7802
H -4.4957 -3.8693 -1.3183
C -0.9076 -1.5532 5.8873
H -3.7700 -3.4411 -3.6038
C -2.9515 1.9057 -3.9333
H -3.9551 4.4336 1.2686
C -3.3305 -2.4496 -3.7124
N 2.8367 0.3979 0.7637
C -2.0544 5.0769 2.0271
H -2.2498 -2.5604 -3.8108
O 1.6143 -0.6497 -1.2474
H 4.4423 -3.5556 2.0672
C -0.0226 -2.7462 3.9992
H 3.3627 2.0988 -4.3172
C -2.0387 0.2745 -1.8936
O 2.3698 2.2075 3.7097
C -2.0804 -1.6845 -0.5324
C -1.5422 -2.3331 0.5823
H 2.5062 -2.1617 2.6822
C -1.2211 -0.4712 5.0756
C -0.9454 3.3763 0.1492
H -3.3105 2.5251 -4.7426
C 4.5894 0.9804 2.2085
H -0.0318 5.5393 2.5855
H -2.9778 2.9190 -0.4098
C 1.2121 -3.7281 -0.0535
C 5.4728 0.3139 1.3398
C 2.1375 1.6471 2.6735
C -3.1796 -4.0698 0.3408
H -1.1726 0.3370 3.0971
H -1.1261 -1.5109 6.9457
C 2.4511 -2.8130 1.8175
C 2.3108 -4.5005 -0.3933
C 1.1981 4.3628 -2.0424
P -0.0669 -1.7645 1.4219
H -1.4949 3.3322 -3.2641
C -1.4827 1.5421 -2.0729
H 0.9637 4.0243 0.9284
H 0.3113 -3.7767 -0.6522
H -4.2928 0.3131 -4.3704
C -3.0657 -0.1909 -2.6950
C -0.6716 4.9662 1.9291
H 0.4394 -3.6325 3.5841
H 7.0454 0.7023 2.3615
C 1.2797 -2.8891 1.0565
H 3.6554 4.5538 -4.3590
C -1.9376 2.3563 -3.1071
H 4.3237 -5.0411 0.0972
C 3.2590 0.9968 1.8754
H 1.6836 1.0795 -2.8327
O 0.9500 1.5057 2.1149
C 2.9119 -0.8985 -1.2378
H -5.6313 -0.9707 -3.2932
H -2.4874 5.7449 2.7593
C 3.5401 -3.5957 1.4718
C -5.2164 -1.4218 -2.3937
C -0.3309 -1.6531 3.1847
C 2.7618 2.7289 -3.6759
C 4.9909 -0.3234 0.1825
H -5.4913 -0.8033 -1.5390
C 2.1414 4.9228 -2.8915
O 3.5076 -1.5559 -2.0464
C 1.8240 2.1544 -2.8362
C 2.9223 4.1096 -3.6994
C -2.3307 3.4845 0.2491
P -0.2203 2.2157 -1.0026
H 5.6602 -0.8487 -0.4837
H -3.6242 -4.9971 0.6720
H 4.9242 1.4703 3.1136
C -0.9372 -0.5161 3.7216
C -2.1065 -3.5273 1.0236
*
```

Its maximum force is 0.21 eV/A. As for the HOMO energy: -13.9 eV. Its HOMO-LUMO gap is 0.29894 Ha.

Here are the Löwdin charges for atoms 1 to 2, given in e: number 1, C, carries -0.044; number 2, C, carries 0.021

Record 5
A structure of composition C46H37BrGeHgN4O3. Source: OMol25; level of theory: ωB97M-V/def2-TZVPD.

The geometry in ORCA input format:
```
! wB97M-V def2-TZVPD RIJCOSX def2/J DEFGRID3
* xyz -2 1
C 1.6593 2.2532 -5.8335
C 0.8877 5.5804 3.0548
C 2.8696 1.9396 -5.2438
H -4.5786 3.0406 -0.7488
C 2.7503 -1.6585 -0.5628
C 5.9093 1.6085 1.3505
C 3.9176 -1.6572 -2.6757
O -1.1806 -1.4404 1.5343
Ge 1.6821 1.8369 -1.0081
C -2.8172 1.7956 -0.5153
C -2.5773 -0.1097 -2.1303
C 4.6749 1.4814 1.9648
C 2.7273 -1.8255 0.8570
H 6.9215 1.9176 -0.5108
H 3.6229 4.2654 -1.0427
H 6.8240 1.5528 1.9311
H 4.8306 -1.7540 -3.2489
H 2.5588 1.4443 1.7027
H 1.5890 2.3895 -6.9070
C -3.2765 -0.8552 -3.2730
H -3.0742 -0.5485 3.0158
H 1.2478 -1.0932 5.3413
C 1.6760 5.1893 4.1255
C -0.8367 -0.6925 5.5274
H 3.3902 6.6989 -1.3217
O 0.2924 1.1258 1.8585
C 1.2525 6.6483 -1.3407
H -3.8728 3.0179 0.8907
H -2.7648 -0.6260 -4.2078
H 4.8670 2.0735 -1.8180
C 0.1593 4.6468 2.3434
C -3.2562 0.9556 -1.5655
H -0.4320 4.9374 1.4896
H 1.1494 7.7214 -1.4603
N 1.5868 -1.4101 -1.1869
C 0.6421 2.2312 -3.6668
N 1.5308 -1.6866 1.4865
H 0.5843 -1.1826 -2.9301
C 0.5359 2.3890 -5.0333
H -4.3285 -0.5925 -3.3643
H -2.9278 -0.1819 5.4572
H -0.6118 3.8523 -1.0429
H -0.4228 2.6175 -5.4834
N -1.3551 2.5582 1.0690
C 0.2716 4.4715 -1.1155
C 3.5171 1.5568 1.2142
C 2.5073 6.0714 -1.2582
C 0.1316 5.8398 -1.2660
H -0.8538 6.2886 -1.3275
C 5.1026 -2.3211 0.7800
H 6.0902 -2.1576 -1.1104
H 0.8664 6.6200 2.7559
H 3.9136 1.5156 -3.4417
C 0.2273 3.3018 2.6878
H 3.7542 1.8203 -5.8609
C 2.9572 1.7796 -3.8702
C 4.7922 1.8978 -0.7538
C 1.7149 3.8559 4.4996
H -4.2350 1.1826 -1.9720
C 1.8542 1.9379 -3.0450
N -1.7160 1.5852 0.1526
C -3.6523 3.0129 -0.1760
C 0.2354 -1.2453 3.4495
C 0.2941 -1.0146 4.8296
C 2.7117 -1.4392 -3.2879
C 3.9717 -1.7937 -1.2739
Hg -0.1685 0.0404 -0.0105
H -3.1852 -1.9256 -3.1013
C -0.3312 2.2372 1.8172
H -0.2415 2.3285 -3.0484
H 2.3597 -1.0717 3.2841
C -2.1442 -0.7184 3.5423
C 5.9611 1.8157 -0.0159
H 2.2732 5.9189 4.6582
C 3.5418 1.7661 -0.1635
H 6.0082 -2.5778 1.3182
H 3.8965 -2.4460 2.5410
C -2.0652 -0.5064 4.8858
H 2.6252 -1.3464 -4.3618
C 1.5623 -1.3338 -2.4933
C 5.1539 -2.0930 -0.5706
O -1.4184 -0.5336 -1.8530
H 4.6221 1.3208 3.0352
C 1.5225 3.8716 -1.0298
H -3.0669 3.9087 -0.3852
Br -0.7440 -0.4905 7.4295
C 2.6342 4.7019 -1.1034
C 1.4518 -1.3644 2.7299
C 3.9044 -2.2221 1.4834
C -1.0295 -1.1627 2.7450
C 0.9998 2.9185 3.7825
H 1.0465 1.8684 4.0337
H 2.3259 3.5468 5.3380
*
```

Its maximum force is 1.90 eV/A. As for the HOMO energy: -1.2 eV. Its HOMO-LUMO gap is 0.19495 Ha.

Here are the Löwdin charges for atoms 1 to 2, given in e: number 1, C, carries -0.133; number 2, C, carries -0.098